Entry 1:
A 13-piece molecular cluster, C26H78O13 overall, computed with ωB97M-V/def2-TZVPD.

LUMO: 0.3 eV
largest force on an atom: 3.07 eV/A
relative energy (zero: lowest compared OMol25 entry of this formula, charge and spin): 3.940 eV
frontier orbital gap: 9.510 eV
HOMO level: -9.2 eV

Geometry as ORCA input:
```
! RIJCOSX wB97M-V def2-TZVPD def2/J DEFGRID3
* xyz 0 1
C -2.149 4.684 -1.717
C -0.600 4.550 -1.807
O -0.246 3.978 -0.548
H -2.539 5.213 -2.594
H -2.390 5.310 -0.860
H -2.630 3.708 -1.651
H -0.252 5.571 -1.932
H -0.419 3.879 -2.648
H -0.649 3.101 -0.535
C -4.031 1.524 0.612
C -5.065 1.187 1.700
O -4.558 1.581 2.974
H -3.620 2.526 0.729
H -4.503 1.465 -0.373
H -3.224 0.794 0.562
H -5.328 0.127 1.691
H -6.001 1.691 1.459
H -3.933 0.894 3.228
C -0.605 -0.484 0.695
C 0.274 0.064 -0.445
O -0.519 0.874 -1.290
H -1.377 -1.159 0.305
H -1.278 0.284 1.089
H -0.190 -0.994 1.565
H 0.568 -0.837 -0.993
H 1.171 0.508 -0.019
H -1.388 0.515 -1.527
C -2.686 -4.186 -1.156
C -1.779 -3.995 -2.326
O -1.040 -2.760 -2.258
H -3.555 -3.539 -1.303
H -2.301 -3.994 -0.158
H -3.043 -5.218 -1.190
H -2.270 -4.196 -3.287
H -0.963 -4.719 -2.460
H -0.127 -2.894 -2.514
C -0.387 1.937 3.620
C 0.537 1.817 4.866
O 0.127 0.623 5.539
H -1.416 1.923 3.986
H -0.254 1.034 3.025
H -0.223 2.819 3.003
H 0.456 2.710 5.482
H 1.507 1.626 4.404
H 0.894 0.193 5.922
C 4.182 4.289 1.040
C 2.746 3.820 0.986
O 1.793 4.863 0.983
H 4.364 4.867 1.947
H 4.533 4.907 0.207
H 4.931 3.493 1.018
H 2.582 3.272 1.924
H 2.525 3.115 0.180
H 0.965 4.540 0.587
C 2.643 2.204 -2.584
C 4.017 2.848 -2.735
O 4.964 1.756 -2.681
H 1.841 2.930 -2.709
H 2.488 1.783 -1.586
H 2.566 1.302 -3.190
H 4.228 3.535 -1.914
H 4.214 3.282 -3.716
H 5.616 1.827 -3.379
C -0.310 -4.600 2.128
C -0.149 -3.644 3.273
O -1.329 -2.930 3.616
H 0.563 -5.240 1.976
H -0.422 -4.166 1.127
H -1.198 -5.237 2.150
H 0.656 -2.918 3.154
H 0.094 -4.193 4.191
H -1.814 -3.418 4.284
C -4.184 -2.422 1.769
C -5.338 -2.554 2.770
O -6.202 -3.605 2.393
H -3.695 -3.396 1.774
H -3.436 -1.677 2.055
H -4.459 -2.098 0.762
H -5.924 -1.636 2.903
H -4.891 -2.701 3.755
H -6.565 -3.324 1.546
C 2.610 -0.888 2.934
C 3.807 -0.767 3.863
O 3.910 0.609 4.252
H 2.553 -1.873 2.459
H 2.765 -0.363 1.983
H 1.676 -0.472 3.307
H 4.707 -1.051 3.320
H 3.679 -1.402 4.741
H 3.546 0.735 5.131
C -3.421 1.386 -3.926
C -2.866 -0.024 -3.765
O -2.960 -0.406 -2.393
H -4.503 1.417 -3.799
H -3.156 1.710 -4.932
H -3.049 2.057 -3.152
H -1.860 -0.216 -4.152
H -3.490 -0.774 -4.274
H -2.606 -1.301 -2.327
C 1.719 -2.755 -5.298
C 1.702 -1.350 -4.741
O 2.841 -0.554 -5.070
H 2.340 -3.436 -4.713
H 1.860 -2.756 -6.375
H 0.715 -3.165 -5.125
H 1.432 -1.287 -3.683
H 0.907 -0.820 -5.274
H 3.543 -0.676 -4.420
C 5.297 -1.292 -0.034
C 3.923 -1.220 -0.657
O 3.855 -0.909 -2.019
H 5.845 -2.089 -0.540
H 5.306 -1.509 1.035
H 5.850 -0.357 -0.151
H 3.218 -0.515 -0.199
H 3.458 -2.204 -0.544
H 4.255 -0.093 -2.338
*
```


Entry 2:
C26H78O13 as an isolated structure, computed with ωB97M-V/def2-TZVPD.

LUMO: 0.0 eV
largest force on an atom: 19.49 eV/A
relative energy (zero: lowest compared OMol25 entry of this formula, charge and spin): 44.912 eV
frontier orbital gap: 7.519 eV
HOMO level: -7.5 eV

Geometry as ORCA input:
```
! RIJCOSX wB97M-V def2-TZVPD def2/J DEFGRID3
* xyz 0 1
C 17.269 25.443 2.404
C 16.911 26.481 3.502
O 18.047 26.973 4.204
H 16.489 25.292 1.658
H 17.541 24.498 2.875
H 18.002 25.823 1.692
H 16.340 25.953 4.265
H 16.453 27.366 3.061
H 18.088 26.457 5.012
C 15.844 23.646 4.238
C 17.150 22.812 4.407
O 16.649 21.512 4.240
H 14.907 23.261 4.642
H 15.630 23.854 3.190
H 15.903 24.638 4.686
H 17.608 23.012 5.375
H 17.835 23.068 3.599
H 15.992 21.259 4.892
C 14.741 25.705 7.699
C 16.136 25.154 7.410
O 16.395 25.547 6.079
H 14.729 26.633 8.270
H 14.065 25.024 8.216
H 14.258 25.928 6.748
H 16.089 24.070 7.311
H 16.890 25.548 8.091
H 17.327 25.366 5.939
C 21.455 23.044 4.159
C 20.118 23.803 4.198
O 20.181 24.180 5.546
H 21.758 22.920 3.119
H 21.363 22.058 4.615
H 22.272 23.648 4.553
H 19.251 23.171 4.008
H 20.183 24.721 3.614
H 21.109 24.379 5.694
C 15.794 17.663 3.736
C 15.889 19.170 3.454
O 16.768 19.737 4.446
H 15.172 17.341 4.571
H 16.824 17.313 3.810
H 15.396 17.199 2.833
H 14.906 19.641 3.443
H 16.370 19.335 2.490
H 16.183 20.082 5.124
C 15.209 21.256 7.588
C 15.066 21.800 6.183
O 15.274 20.749 5.237
H 14.352 20.745 8.026
H 15.348 22.144 8.204
H 16.110 20.656 7.720
H 15.904 22.494 6.120
H 14.119 22.290 5.958
H 14.398 20.419 5.025
C 19.967 20.498 2.442
C 18.960 20.638 3.529
O 18.189 21.805 3.227
H 20.638 19.659 2.632
H 20.480 21.445 2.272
H 19.414 20.335 1.518
H 19.432 20.872 4.483
H 18.374 19.763 3.810
H 17.450 21.903 3.832
C 13.450 24.500 6.046
C 12.331 24.201 5.065
O 11.271 23.710 5.861
H 13.674 23.599 6.617
H 13.240 25.350 6.695
H 14.361 24.804 5.530
H 12.618 23.434 4.346
H 12.045 25.158 4.628
H 10.450 24.097 5.550
C 17.825 21.055 6.626
C 19.026 21.698 5.908
O 19.575 22.724 6.709
H 17.238 20.313 6.085
H 17.074 21.818 6.833
H 18.146 20.501 7.509
H 18.626 22.003 4.941
H 19.872 21.014 5.831
H 19.930 23.396 6.123
C 14.985 29.116 5.460
C 15.674 27.750 5.680
O 15.045 26.734 4.920
H 15.503 29.925 5.975
H 13.937 29.063 5.755
H 14.953 29.438 4.419
H 15.451 27.373 6.678
H 16.750 27.715 5.510
H 15.395 25.896 5.229
C 14.402 24.205 1.821
C 13.526 24.831 2.910
O 12.905 25.886 2.302
H 15.022 23.365 2.131
H 14.908 25.016 1.296
H 13.750 23.796 1.049
H 14.173 25.065 3.755
H 12.735 24.162 3.249
H 13.408 26.666 2.549
C 15.684 21.470 1.579
C 17.004 21.051 0.974
O 17.992 21.955 1.174
H 15.852 21.766 2.614
H 14.931 20.684 1.515
H 15.293 22.360 1.085
H 16.909 20.854 -0.094
H 17.341 20.119 1.427
H 18.341 21.719 2.037
C 13.670 21.842 3.676
C 12.875 20.598 3.413
O 13.407 19.641 4.347
H 13.687 22.244 4.689
H 13.315 22.587 2.964
H 14.726 21.689 3.453
H 13.290 20.377 2.429
H 11.786 20.654 3.385
H 12.866 19.631 5.139
*
```